DFT (ωB97M-V with the def2-TZVPD basis set) results for an isolated molecule of C4H9N in a non-equilibrium geometry.

Properties
Energy ... -5782.30681 eV
Energy above the lowest of the compared OMol25 structures with the same formula, charge and spin ... 34.71 kcal per mole
HOMO ... -7.461 eV
SMILES ... C/C=C(/C)N
Gap between HOMO and LUMO ... 8.45 eV

```
14
Properties=species:S:1:pos:R:3:mulliken_charge:R:1
C 1.04473 1.68048 0.54117 -1.31
C 0.79968 0.19025 0.49537 -0.18
C -0.39966 -0.33392 0.15636 0.70
C -0.72671 -1.80261 0.19187 -1.30
N -1.14348 0.32406 -0.86698 -0.60
H 1.93427 1.98807 1.10885 0.35
H 0.14802 2.20278 0.88768 0.34
H 1.37692 2.04619 -0.47143 0.29
H 1.57541 -0.56002 0.53796 0.32
H -1.60222 -2.05636 -0.41311 0.35
H 0.04911 -2.24693 -0.44512 0.31
H -0.95202 -2.38139 1.11306 0.32
H -0.77649 1.21213 -1.17171 0.21
H -1.32756 -0.26273 -1.66397 0.21
```